A cluster of 17 separate species, C76H203N17O21 in total in a non-equilibrium geometry, computed with ωB97M-V/def2-TZVPD.

Geometry (Å):
1 O -0.763 -5.105 6.329
2 O 5.895 -2.046 0.888
3 O -2.154 -2.834 -4.466
4 O -8.904 -1.108 3.515
5 O -1.173 3.532 3.173
6 O -4.678 2.149 -3.358
7 O 3.420 3.139 4.151
8 O 3.293 -5.986 3.418
9 O 9.166 -1.965 -2.212
10 O -6.133 2.813 2.653
11 O -1.419 0.994 -0.411
12 O 1.620 -0.875 2.095
13 O -3.781 7.661 -5.139
14 O 0.597 5.686 0.247
15 O 5.072 1.511 -2.281
16 O 4.427 -2.895 -3.205
17 O -0.213 1.520 -5.975
18 O -3.699 -3.713 2.861
19 O 1.418 11.632 -5.381
20 O -7.830 -0.274 -0.674
21 O 4.390 -5.960 -0.932
22 N -8.278 1.387 -3.312
23 N -2.542 2.108 6.352
24 N -2.781 -5.218 0.511
25 N 2.258 -1.644 -5.752
26 N -6.326 0.185 3.613
27 N 7.970 -3.405 -0.313
28 N 2.325 0.487 4.967
29 N 0.607 -5.663 -1.217
30 N -4.850 -2.457 -0.211
31 N 6.841 -5.546 4.183
32 N -0.885 -1.079 1.395
33 N 2.333 1.513 -4.581
34 N -1.112 -3.005 -1.774
35 N -2.198 -2.836 5.702
36 N 2.415 1.252 -1.467
37 N 1.363 4.318 -2.050
38 N -0.212 8.334 -5.500
39 C 3.916 -1.915 -4.023
40 C 0.755 9.310 -4.982
41 C 4.746 1.479 -0.898
42 C 3.029 -6.338 -1.077
43 C -9.997 -1.998 3.505
44 C 6.040 -3.428 1.204
45 C 2.878 2.453 0.559
46 C 0.415 10.675 -5.693
47 C 9.280 -1.530 -3.615
48 C -1.578 8.481 -4.951
49 C -5.892 -1.642 -0.902
50 C -5.234 1.057 3.944
51 C 4.678 1.032 5.264
52 C 9.560 -3.348 -2.048
53 C -4.961 1.964 2.756
54 C -1.495 0.940 -5.813
55 C 7.495 -3.814 0.999
56 C -0.569 -1.341 2.732
57 C -1.892 2.073 -1.197
58 C -0.850 -2.526 -4.172
59 C 3.691 -3.541 -5.899
60 C 3.353 2.077 -0.792
61 C 4.393 -5.568 4.210
62 C 0.816 -1.885 2.750
63 C -2.176 -0.323 1.290
64 C 0.796 5.630 -2.144
65 C -0.635 -6.303 7.007
66 C -0.737 -2.001 -2.772
67 C 0.984 6.465 -0.849
68 C -1.974 3.122 5.447
69 C -2.692 -5.660 1.898
70 C -0.726 -2.828 6.110
71 C 3.244 1.378 5.705
72 C -2.460 0.148 -0.137
73 C -7.047 -1.247 0.009
74 C -1.175 4.137 6.327
75 C -6.351 -2.402 -2.141
76 C 5.523 -2.608 -2.405
77 C -0.483 -1.450 6.684
78 C -4.722 6.733 -5.608
79 C -8.607 0.479 0.221
80 C 0.531 6.360 1.539
81 C 2.917 -2.643 -4.913
82 C -4.782 -2.914 3.189
83 C 0.678 -1.618 -2.400
84 C 2.020 -5.173 -1.141
85 C 6.316 0.924 -2.537
86 C 2.074 3.282 -6.349
87 C -1.267 2.563 4.218
88 C 1.595 2.699 -4.967
89 C 5.068 -6.145 -2.090
90 C -7.134 1.973 -3.894
91 C -7.174 3.468 -3.653
92 C -1.366 -5.314 2.624
93 C 2.966 -1.290 1.743
94 C 2.127 -6.216 4.151
95 C -4.335 2.358 -4.720
96 C -7.898 -1.517 4.472
97 C -0.369 2.997 2.136
98 C -3.879 -5.071 2.698
99 C -2.401 -3.724 -5.496
100 C -5.790 4.179 2.358
101 C 3.410 4.513 3.794
102 C 9.376 -3.619 -0.569
103 C -0.485 -3.955 7.052
104 C 1.171 12.792 -6.141
105 C -5.829 1.327 -3.282
106 C -7.047 -0.325 4.815
107 C -0.685 5.552 -2.437
108 C 1.977 -4.324 0.061
109 C 2.940 2.820 5.461
110 C 5.616 -7.738 4.196
111 C 5.685 -6.259 3.716
112 C -2.514 7.504 -5.652
113 C 6.191 -1.124 1.941
114 C 0.119 2.431 -4.930
115 H -5.240 -3.402 -0.188
116 H -6.377 -0.617 5.623
117 H -6.319 3.986 -4.126
118 H -1.216 -2.142 3.149
119 H 2.653 1.528 1.109
120 H 5.255 -1.945 -1.606
121 H 6.082 -5.846 -1.901
122 H -8.378 -1.857 5.410
123 H 2.068 6.769 -0.693
124 H -2.504 -0.748 -0.758
125 H 1.867 3.049 5.583
126 H 1.788 9.001 -5.342
127 H 1.479 -4.940 0.783
128 H 1.896 13.596 -5.933
129 H -0.701 2.002 1.945
130 H -2.169 6.514 -5.348
131 H -0.227 -3.427 -4.285
132 H 4.529 -7.951 4.202
133 H -0.546 3.324 -5.028
134 H -2.100 -3.228 -1.848
135 H 3.049 1.135 6.719
136 H -5.572 0.439 -3.792
137 H -9.124 1.217 -0.338
138 H 7.170 1.654 -2.225
139 H 0.939 -2.804 2.173
140 H -0.510 3.464 1.157
141 H 4.220 -5.697 5.301
142 H 6.477 0.061 -1.903
143 H -1.349 -5.566 3.691
144 H -4.910 1.457 1.759
145 H 4.526 -1.289 -4.698
146 H -2.913 -6.758 2.010
147 H -4.406 0.427 4.254
148 H 8.140 -3.409 1.790
149 H -2.763 1.274 5.730
150 H -1.195 -4.274 2.510
151 H -1.554 0.599 -4.758
152 H -2.149 0.461 2.038
153 H 3.271 1.705 -4.197
154 H -0.454 -0.597 5.980
155 H 5.941 -7.874 5.219
156 H 3.510 5.104 4.705
157 H 7.586 -4.882 1.037
158 H -5.697 7.320 -5.611
159 H -1.631 0.167 -6.544
160 H -1.861 1.819 7.022
161 H -1.244 6.529 -2.589
162 H 0.711 -1.197 -1.388
163 H 4.967 0.036 5.609
164 H 6.910 -5.473 5.182
165 H 1.260 -2.537 -2.326
166 H 2.919 -1.873 0.781
167 H 6.854 -4.557 3.892
168 H 10.604 -3.639 -2.307
169 H -0.100 2.021 -3.943
170 H 4.770 -5.416 -2.817
171 H 4.018 -4.492 -5.447
172 H 1.169 -0.950 -3.165
173 H -5.513 -2.394 -2.900
174 H -4.825 -2.111 0.720
175 H 3.286 -1.310 -3.338
176 H -3.488 3.091 -4.778
177 H 10.338 -1.545 -4.022
178 H 6.007 -3.551 -2.039
179 H -3.864 1.392 -5.049
180 H 2.981 -4.070 0.231
181 H -0.222 2.289 4.507
182 H -1.213 -6.252 7.894
183 H -10.523 -2.053 4.471
184 H 0.392 7.403 -0.869
185 H 4.586 -2.953 -6.193
186 H -1.203 -3.929 7.882
187 H -0.578 11.136 -5.421
188 H 4.542 -4.481 4.070
189 H 3.412 -1.632 2.681
190 H 3.200 -3.701 -6.835
191 H 1.680 2.723 -7.177
192 H -5.212 -3.238 4.167
193 H -1.301 5.143 -1.627
194 H -0.110 -2.974 5.203
195 H 1.841 3.465 -4.241
196 H 0.539 -4.049 7.375
197 H -2.440 -3.266 -6.512
198 H -1.259 -1.275 7.479
199 H 1.531 6.760 1.792
200 H -2.957 -1.003 1.555
201 H -3.391 -4.109 -5.334
202 H -5.371 -0.776 -1.138
203 H -2.346 -3.640 5.122
204 H 1.463 1.633 -1.348
205 H 5.373 1.752 5.617
206 H 8.688 -2.101 -4.328
207 H -0.153 7.228 1.534
208 H 2.765 -6.914 -2.004
209 H 0.085 -4.816 -1.366
210 H -3.441 0.657 -0.077
211 H 4.176 4.679 3.016
212 H -2.395 1.741 -2.110
213 H 1.447 -3.408 -0.181
214 H 5.379 -4.011 0.513
215 H -7.137 3.792 -2.640
216 H -10.691 -1.475 2.918
217 H -2.160 1.723 -5.888
218 H 3.485 -0.410 1.383
219 H -0.110 -0.598 0.963
220 H -7.113 1.797 -4.940
221 H 7.706 -2.486 -0.555
222 H -0.645 -0.501 3.461
223 H -8.254 1.399 -2.313
224 H -6.635 -0.830 0.919
225 H 1.243 -2.078 3.761
226 H 5.767 -0.166 1.710
227 H -7.035 0.773 3.186
228 H -4.767 5.868 -4.932
229 H 4.814 1.150 4.195
230 H -1.689 -4.553 -5.443
231 H -4.517 6.502 -6.679
232 H -4.348 -1.854 3.262
233 H 4.651 0.472 -0.659
234 H 1.063 3.796 -1.214
235 H 9.592 -4.643 -0.301
236 H -8.001 0.969 0.943
237 H 7.274 -1.049 2.060
238 H -0.965 -2.633 -0.858
239 H 8.961 -0.465 -3.618
240 H -9.314 -0.190 0.731
241 H 0.184 5.683 2.307
242 H 5.000 -7.219 -2.436
243 H 1.856 2.868 0.581
244 H 8.888 -4.047 -2.589
245 H 5.624 -1.436 2.848
246 H -0.982 2.666 -1.491
247 H -5.221 4.621 3.174
248 H -1.344 -1.094 -2.707
249 H -7.312 -2.309 3.945
250 H 0.202 7.434 -5.429
251 H -9.790 -2.990 3.096
252 H 2.190 -4.630 -2.042
253 H -7.664 -2.094 0.272
254 H 3.527 3.538 6.193
255 H -6.004 1.102 -2.215
256 H 0.696 2.925 2.390
257 H -5.184 4.267 1.472
258 H 2.409 4.745 3.373
259 H 0.610 9.396 -3.907
260 H 3.476 3.030 -1.308
261 H 5.721 -3.619 2.200
262 H 2.334 0.753 -5.233
263 H 6.516 0.610 -3.535
264 H 1.695 -2.092 -6.509
265 H -5.624 -2.927 2.469
266 H 0.361 -6.575 7.388
267 H -1.944 9.502 -5.124
268 H -0.895 -7.120 6.285
269 H 2.305 -3.172 -4.210
270 H 0.573 -6.191 -2.059
271 H 1.741 -5.325 4.570
272 H -8.101 3.858 -4.126
273 H -6.653 -3.347 -1.710
274 H 2.232 0.677 3.981
275 H -2.398 7.571 -6.674
276 H 2.525 1.061 -2.462
277 H -0.448 -1.731 -4.774
278 H -1.844 4.552 7.154
279 H -2.015 -5.438 -0.096
280 H -1.543 8.318 -3.891
281 H 6.199 -8.496 3.625
282 H 10.129 -2.964 -0.001
283 H 2.349 4.373 -1.963
284 H 0.124 13.059 -5.878
285 H -4.747 -5.273 2.062
286 H -4.103 -5.573 3.633
287 H -5.429 1.781 4.778
288 H 5.684 -6.325 2.616
289 H 6.317 -2.133 -2.919
290 H -5.112 2.719 -5.344
291 H 0.501 -1.368 7.183
292 H -0.444 3.537 6.825
293 H -3.157 -4.269 0.448
294 H -2.611 2.783 -0.685
295 H -0.747 4.906 5.675
296 H 2.728 -6.927 -0.141
297 H -0.490 -5.756 2.132
298 H 1.763 4.377 -6.557
299 H 1.340 6.126 -2.987
300 H -2.272 -2.138 5.014
301 H -4.068 2.518 2.783
302 H 1.425 0.297 5.384
303 H 1.370 -6.679 3.513
304 H -8.469 0.451 -3.635
305 H 1.745 -1.029 -5.153
306 H -7.236 -1.891 -2.596
307 H 2.345 -6.981 4.934
308 H 1.217 12.578 -7.250
309 H 0.411 10.494 -6.794
310 H 3.142 3.279 -6.435
311 H -1.729 1.619 3.884
312 H -7.682 0.481 5.185
313 H -2.805 3.658 4.911
314 H 3.543 3.083 1.163
315 H -6.798 4.545 2.185
316 H 5.598 1.965 -0.403
317 H -0.864 4.926 -3.356

Summary:
HOMO level, eV: -8.4
E, eV: -150417.1848
Kohn-Sham gap, eV: 8.96
LUMO energy, eV: 0.6
Largest force on an atom, eV/A: 3.67

Mulliken population analysis, charges in e, atoms 1 to 8: -0.0487 0.4262 -0.0770 -0.2150 -0.6926 -0.0763 -0.0820 -0.1034

A cluster of 2 separate species, C3H9NO3 in total in a non-equilibrium geometry, computed with ωB97M-V/def2-TZVPD.

Geometry (Å):
1 O 0.486 2.326 0.647
2 O -2.184 -1.759 0.848
3 O 0.381 -2.071 0.132
4 N -0.592 0.295 -1.328
5 C 0.696 0.938 0.741
6 C 1.105 -1.214 -0.286
7 C 0.680 0.222 -0.620
8 H -2.377 -1.221 0.075
9 H -1.251 -1.976 0.689
10 H -1.283 0.604 -0.661
11 H -0.522 0.871 -2.136
12 H -0.421 2.482 0.863
13 H -0.049 0.444 1.385
14 H 1.631 0.693 1.259
15 H 1.491 0.677 -1.204
16 H 2.210 -1.311 -0.404

Summary:
SMILES string: N[C@H](C=O)CO.O
HOMO level, eV: -9.8
E, eV: -10888.5684
Kohn-Sham gap, eV: 10.25
LUMO energy, eV: 0.5
Largest force on an atom, eV/A: 1.43

natural (NBO) population analysis, charges in e, atoms 1 to 8: -0.7034 -0.9642 -0.5309 -0.8321 -0.0816 0.4732 -0.1834 0.4545

The molecule C3H8N2O in a non-equilibrium geometry, computed with ωB97M-V/def2-TZVPD.

Geometry (Å):
1 O 1.307 -1.799 0.329
2 N 2.207 0.023 1.462
3 N -1.043 -0.173 -0.095
4 C 1.314 -0.589 0.571
5 C 0.416 0.325 -0.420
6 C -2.105 0.307 -0.813
7 H 0.522 1.360 -0.202
8 H 2.447 1.045 1.524
9 H -2.358 1.323 -0.550
10 H -1.093 -1.183 -0.190
11 H 2.619 -0.535 2.110
12 H -2.049 0.221 -1.888
13 H 0.729 0.029 -1.441
14 H -2.914 -0.354 -0.398

Summary:
SMILES string: CNCC(N)=O
HOMO level, eV: -8.8
E, eV: -8267.5651
Kohn-Sham gap, eV: 9.70
LUMO energy, eV: 0.9
Largest force on an atom, eV/A: 4.99

natural (NBO) population analysis, charges in e, atoms 1 to 8: -0.6148 -0.8362 -0.6168 0.6879 -0.3125 -0.3974 0.1919 0.4038

A structure of composition C10H15F6MgN5P, computed with ωB97M-V/def2-TZVPD.

Geometry (Å):
1 P -15.170 -16.955 6.702
2 Mg -12.420 -19.318 6.092
3 F -15.329 -16.948 5.108
4 F -14.879 -17.055 8.293
5 F -16.206 -18.172 6.820
6 F -16.284 -15.869 6.912
7 F -13.955 -18.118 6.498
8 F -14.007 -15.844 6.581
9 N -10.806 -20.620 5.758
10 N -13.037 -19.616 4.003
11 N -13.822 -20.953 6.559
12 N -12.016 -19.056 8.120
13 N -11.512 -17.528 5.511
14 C -10.283 -21.580 5.431
15 C -14.368 -20.435 1.920
16 C -14.202 -21.920 7.039
17 C -13.618 -20.005 3.092
18 C -11.260 -15.015 4.988
19 C -9.591 -22.774 4.995
20 C -12.986 -18.275 10.383
21 C -14.750 -23.097 7.681
22 C -11.371 -16.424 5.281
23 C -12.452 -18.713 9.122
24 H -10.389 -14.608 5.501
25 H -15.068 -19.643 1.660
26 H -14.938 -21.322 2.195
27 H -15.664 -22.804 8.199
28 H -10.313 -23.493 4.615
29 H -8.850 -22.507 4.246
30 H -13.978 -18.700 10.526
31 H -13.681 -20.650 1.110
32 H -11.162 -14.887 3.913
33 H -12.143 -14.501 5.363
34 H -12.337 -18.572 11.206
35 H -9.080 -23.224 5.847
36 H -14.035 -23.499 8.393
37 H -15.008 -23.840 6.930
38 H -13.077 -17.189 10.380

Summary:
Total charge: +1
HOMO level, eV: -14.3
E, eV: -49106.6801
Kohn-Sham gap, eV: 11.73
LUMO energy, eV: -2.5
Largest force on an atom, eV/A: 0.80

natural (NBO) population analysis, charges in e, atoms 1 to 8: 2.6240 1.7212 -0.5811 -0.5957 -0.5783 -0.5613 -0.6706 -0.5952